Molecular formula: C15H17N3O5
Method: DFT, ωB97M-V/def2-TZVPD

ORCA input file:
```
! wB97M-V def2-TZVPD RIJCOSX def2/J DEFGRID3
* xyz 0 1
N 3.79 -0.10 0.81
C 2.98 0.99 0.18
C 2.62 0.51 -1.22
C 1.73 -0.64 -1.29
O 1.44 -1.45 -0.44
O 1.28 -0.75 -2.55
C 1.72 1.38 1.04
O 1.26 2.51 1.11
N 1.04 0.32 1.56
C -0.10 0.49 2.45
C -1.45 0.93 1.86
C -1.88 -0.01 0.75
C -2.41 -1.25 0.85
N -2.76 -1.71 -0.38
C -2.43 -0.76 -1.36
C -2.52 -0.82 -2.71
C -2.02 0.26 -3.44
C -1.40 1.36 -2.77
C -1.37 1.39 -1.40
C -1.87 0.33 -0.67
C -0.21 -0.85 3.22
O -1.02 -1.13 4.06
O 0.70 -1.82 2.80
H 3.06 -0.86 0.93
H 4.21 0.17 1.68
H 3.56 1.87 0.17
H 2.31 1.39 -1.83
H 3.56 0.15 -1.74
H 0.71 -1.51 -2.62
H 1.27 -0.63 1.22
H 0.26 1.22 3.17
H -2.18 1.01 2.65
H -1.37 1.96 1.42
H -2.60 -1.90 1.71
H -3.27 -2.54 -0.59
H -3.06 -1.60 -3.20
H -2.12 0.32 -4.52
H -1.07 2.14 -3.40
H -0.88 2.22 -0.89
H 0.50 -2.61 3.38
*
```

Summary:
structure (SMILES)	N[C@@H](CC(=O)O)C(=O)N[C@@H](Cc1c[nH]c2ccccc12)C(=O)O
LUMO	0.6	eV
gap between HOMO and LUMO	8.53	eV

These are the Löwdin partial charges, in e, on atoms 1 to 4: 0.0547 -0.2623 -0.0609 -0.5066

Molecular formula: C17H28N2O4S
Method: DFT, ωB97M-V/def2-TZVPD

ORCA input file:
```
! wB97M-V def2-TZVPD RIJCOSX def2/J DEFGRID3
* xyz 0 1
C 3.07 -0.15 0.03
C 3.02 1.02 -0.60
C 1.76 1.71 -0.90
C 0.70 1.09 -1.49
C -0.55 1.74 -1.77
C -1.65 0.93 -2.40
C -2.31 -0.05 -1.43
C -3.00 0.54 -0.18
C -3.79 1.84 -0.44
C -3.92 -0.55 0.41
C -0.72 3.05 -1.46
C 0.35 3.75 -0.86
N 0.36 5.04 -0.51
S 1.80 5.34 0.11
N 2.50 3.90 -0.02
C 1.59 3.09 -0.58
H 4.00 -0.66 0.23
H 2.15 -0.62 0.35
H 3.94 1.50 -0.91
H 0.82 0.05 -1.76
H -2.38 1.59 -2.87
H -1.21 0.34 -3.21
H -1.55 -0.75 -1.08
H -3.04 -0.65 -1.98
H -2.25 0.75 0.58
H -3.34 2.68 0.07
H -4.80 1.75 -0.04
H -3.89 2.07 -1.50
H -4.90 -0.51 -0.08
H -3.52 -1.54 0.21
H -4.07 -0.43 1.48
H -1.64 3.57 -1.67
C -5.80 -2.64 3.37
C -5.21 -3.83 2.65
O -4.16 -4.41 3.43
O -4.81 -1.67 3.65
H -6.56 -2.16 2.75
H -6.28 -2.97 4.31
H -4.74 -3.51 1.72
H -5.98 -4.57 2.42
H -4.55 -4.84 4.19
H -4.02 -2.16 3.92
C 7.44 -0.98 -0.05
C 8.58 -1.17 -1.02
O 8.43 -0.29 -2.14
O 6.19 -1.21 -0.69
H 7.51 -1.69 0.77
H 7.46 0.03 0.36
H 8.56 -2.17 -1.44
H 9.54 -1.01 -0.53
H 8.60 0.61 -1.84
H 6.26 -0.81 -1.57
*
```

Summary:
LUMO	-0.2	eV
gap between HOMO and LUMO	8.31	eV

These are the Löwdin partial charges, in e, on atoms 1 to 4: 0.0363 -0.1243 -0.1789 0.0236

Molecular formula: C3H12O4
Method: DFT, ωB97M-V/def2-TZVPD

ORCA input file:
```
! wB97M-V def2-TZVPD RIJCOSX def2/J DEFGRID3
* xyz 0 1
O 3.21 0.12 2.00
C 2.62 -0.63 0.98
C 1.13 -0.80 1.03
C 0.59 -1.24 -0.33
O -0.86 -1.27 -0.34
H 2.62 0.72 2.43
H 3.14 -1.58 0.84
H 2.84 -0.21 -0.02
H 0.66 0.18 1.18
H 0.97 -1.57 1.77
H 0.90 -2.29 -0.48
H 0.94 -0.60 -1.13
H -1.00 -1.96 0.33
O -5.47 -0.43 -4.48
H -4.59 -0.35 -4.16
H -5.46 -1.30 -4.90
O -0.56 4.64 1.52
H -0.71 3.72 1.39
H -0.97 4.84 2.37
*
```

Summary:
structure (SMILES)	OCCCO.O.O
LUMO	0.5	eV
gap between HOMO and LUMO	10.80	eV

These are the Löwdin partial charges, in e, on atoms 1 to 4: -0.0366 -0.3216 -0.1828 -0.2614

Molecular formula: C3H4S2
Method: DFT, ωB97M-V/def2-TZVPD

ORCA input file:
```
! wB97M-V def2-TZVPD RIJCOSX def2/J DEFGRID3
* xyz 0 3
C 1.18 -1.23 -0.43
C 0.77 0.00 -0.18
C -0.80 0.53 0.01
S -2.08 -0.45 -0.23
S -0.96 2.10 0.66
H 2.13 -1.55 -0.38
H 0.47 -1.94 -0.65
H 1.53 0.60 0.18
H -2.24 1.94 1.03
*
```

Summary:
LUMO (spin up / spin down)	0.8 / -2.7	eV
gap between HOMO and LUMO (spin up / spin down)	7.37 / 6.74	eV

These are the Löwdin partial charges, in e, on atoms 1 to 4: -0.0119 -0.1825 -1.2303 0.7464

Molecular formula: C20H27Cl2F5MnN2O7SSi2
Method: DFT, ωB97M-V/def2-TZVPD

ORCA input file:
```
! wB97M-V def2-TZVPD RIJCOSX def2/J DEFGRID3
* xyz -2 4
Mn -0.64 -0.43 -0.42
C -2.99 -1.21 3.04
Si -1.69 0.09 2.66
C -0.84 0.56 4.28
C -2.52 1.73 2.20
N -0.55 -0.46 1.48
C 0.70 -0.99 1.84
C 0.95 -1.66 3.03
C 2.22 -2.15 3.32
C 3.23 -2.01 2.39
C 2.98 -1.39 1.17
C 1.72 -0.88 0.87
N 1.32 -0.35 -0.35
Si 2.46 0.26 -1.51
C 3.15 -1.10 -2.58
C 1.79 1.65 -2.59
C 3.89 1.16 -0.65
H -3.69 -0.86 3.80
H -2.48 -2.10 3.42
H -3.54 -1.52 2.16
H -1.47 1.31 4.78
H 0.13 1.01 4.08
H -0.70 -0.27 4.97
H -3.38 1.87 2.88
H -2.88 1.84 1.18
H -1.82 2.54 2.40
H 0.14 -1.86 3.72
H 2.39 -2.68 4.25
H 4.22 -2.42 2.59
H 3.76 -1.37 0.42
H 2.34 -1.60 -3.13
H 3.64 -1.86 -1.97
H 3.87 -0.72 -3.31
H 0.89 1.39 -3.15
H 2.57 1.86 -3.33
H 1.61 2.56 -2.01
H 4.58 0.54 -0.07
H 3.48 1.91 0.03
H 4.47 1.69 -1.41
C -2.25 -1.43 -4.05
S -0.54 -1.11 -3.76
O 0.16 -2.36 -3.82
O -0.15 -0.11 -4.73
O -0.52 -0.50 -2.39
H -2.61 -2.16 -3.33
H -2.33 -1.82 -5.07
H -2.80 -0.50 -3.95
F -2.10 1.66 -2.52
C -1.37 2.29 -1.59
C -0.72 1.61 -0.56
C 0.03 2.44 0.27
F 0.77 1.97 1.29
C 0.10 3.81 0.13
F 0.84 4.56 0.97
C -0.59 4.44 -0.89
F -0.53 5.77 -1.04
C -1.32 3.67 -1.76
F -1.99 4.26 -2.77
Cl -3.70 -1.85 -0.87
C -2.76 -0.37 -0.44
H -3.16 -0.10 0.53
H -3.09 0.37 -1.16
O 0.91 -3.83 0.32
Cl -0.51 -3.74 0.22
O -1.05 -4.82 -0.55
O -1.12 -3.70 1.52
O -0.88 -2.50 -0.50
*
```

Summary:
LUMO (spin up / spin down)	4.5 / 4.6	eV
gap between HOMO and LUMO (spin up / spin down)	6.00 / 6.33	eV

These are the Löwdin partial charges, in e, on atoms 1 to 4: 0.7929 -0.1635 0.4230 -0.1780

Molecular formula: C11H16Cl3MoNO
Method: DFT, ωB97M-V/def2-TZVPD

ORCA input file:
```
! wB97M-V def2-TZVPD RIJCOSX def2/J DEFGRID3
* xyz -2 3
C -0.45 0.95 -0.74
C -1.33 -0.17 -0.56
C -0.52 -1.34 -0.33
C -2.78 -0.17 -0.86
C 0.87 -0.94 -0.43
C 0.91 0.47 -0.77
C 2.08 1.23 -1.13
C -0.88 2.30 -1.17
C -1.01 -2.74 -0.16
C 2.04 -1.88 -0.53
Mo -0.14 0.07 1.41
Cl -2.35 -0.86 2.16
Cl -0.30 2.38 1.87
Cl 1.41 -1.43 2.39
H -3.24 0.77 -0.56
H -3.29 -0.99 -0.38
H -2.97 -0.30 -1.93
H -1.95 -2.74 0.40
H -0.27 -3.37 0.33
H -1.23 -3.19 -1.14
H 1.85 -2.86 -0.05
H 2.92 -1.41 -0.04
H 2.26 -2.09 -1.60
H 2.95 0.61 -1.35
H 2.46 1.86 0.13
H 1.92 2.02 -1.87
H -1.81 2.59 -0.69
H -1.08 2.31 -2.25
H -0.11 3.04 -0.92
O 2.42 2.12 1.17
H 2.27 3.09 1.15
N -0.39 0.41 4.81
C -0.27 0.26 3.65
*
```

Summary:
LUMO (spin up / spin down)	5.5 / 5.5	eV
gap between HOMO and LUMO (spin up / spin down)	5.24 / 5.61	eV

These are the Löwdin partial charges, in e, on atoms 1 to 4: -0.3802 -0.3823 -0.3936 -0.0966

Molecular formula: C20H23ClGeI2N2O3PdS
Method: DFT, ωB97M-V/def2-TZVPD

ORCA input file:
```
! wB97M-V def2-TZVPD RIJCOSX def2/J DEFGRID3
* xyz -1 2
Pd -0.11 0.12 -0.30
I 0.41 -6.62 3.20
C 0.05 -5.12 1.79
C 0.56 -5.23 0.51
C 0.35 -4.21 -0.40
I 1.15 -4.42 -2.31
C -0.37 -3.02 -0.10
O -0.53 -2.07 -0.94
C -0.88 -2.96 1.24
C -1.58 -1.71 1.71
N -0.65 -0.58 1.78
C 0.55 -0.81 2.58
C 1.65 -1.45 1.76
C 2.41 -2.50 2.25
C 3.38 -3.06 1.44
C 3.57 -2.55 0.17
C 2.77 -1.50 -0.24
N 1.83 -0.96 0.54
C -0.67 -3.99 2.14
H 1.13 -6.10 0.22
H -2.37 -1.43 1.01
H -2.04 -1.91 2.69
H -1.09 0.29 2.09
H 0.89 0.17 2.91
H 0.35 -1.42 3.47
H 2.21 -2.90 3.24
H 3.97 -3.90 1.79
H 4.29 -2.98 -0.51
H 2.86 -1.09 -1.24
H -1.07 -3.89 3.15
S -3.21 0.84 -0.97
C -1.66 0.98 -1.33
Cl 0.06 4.93 3.24
C 0.45 4.16 1.67
C 0.00 2.69 1.54
O 0.43 2.19 0.46
O -0.68 2.16 2.42
H 1.52 4.22 1.53
H -0.04 4.74 0.89
C 0.60 -0.99 -4.09
Ge -0.58 0.55 -3.99
C -2.39 0.05 -4.53
C 0.08 2.02 -5.11
C -0.62 1.23 -2.16
H 0.51 -1.52 -5.04
H 0.33 -1.66 -3.27
H 1.64 -0.69 -3.95
H -2.42 -0.18 -5.60
H -3.09 0.86 -4.32
H -2.72 -0.83 -3.97
H 0.07 1.73 -6.16
H 1.10 2.27 -4.84
H -0.54 2.91 -4.99
H -0.02 2.12 -1.95
*
```

Summary:
LUMO (spin up / spin down)	2.1 / 2.1	eV
gap between HOMO and LUMO (spin up / spin down)	6.55 / 7.00	eV

These are the Löwdin partial charges, in e, on atoms 1 to 4: 0.8811 0.7752 -0.7676 -0.2645

Molecular formula: C2H7N2
Method: DFT, ωB97M-V/def2-TZVPD

ORCA input file:
```
! wB97M-V def2-TZVPD RIJCOSX def2/J DEFGRID3
* xyz 1 1
C 1.23 -0.18 1.21
C 0.07 0.24 0.56
N -2.58 -0.41 -2.28
N 2.23 0.61 1.98
H 1.75 -1.10 1.10
H -0.66 0.97 0.97
H -3.09 -0.64 -3.13
H -2.69 -1.02 -1.49
H -1.52 -0.47 -2.46
H 2.17 1.63 1.97
H 3.09 0.37 1.57
*
```

Summary:
LUMO	-9.0	eV
gap between HOMO and LUMO	3.79	eV

These are the Löwdin partial charges, in e, on atoms 1 to 4: -0.0755 0.4124 -0.0176 0.1898

Molecular formula: CH2O3S
Method: DFT, ωB97M-V/def2-TZVPD

ORCA input file:
```
! wB97M-V def2-TZVPD RIJCOSX def2/J DEFGRID3
* xyz 0 1
C 0.39 0.50 0.43
O -0.05 3.00 1.15
O 1.49 1.20 0.00
O 0.45 -0.77 0.84
S 0.81 1.91 1.40
H -1.26 0.63 -0.44
H 0.36 -1.33 -0.05
*
```

Summary:
LUMO	-0.5	eV
gap between HOMO and LUMO	9.58	eV

These are the Löwdin partial charges, in e, on atoms 1 to 4: -0.6846 -0.4510 -0.2277 -0.0400

Molecular formula: C21H62N4O9
Method: DFT, ωB97M-V/def2-TZVPD

ORCA input file:
```
! wB97M-V def2-TZVPD RIJCOSX def2/J DEFGRID3
* xyz 0 1
C 0.77 -4.79 -4.23
O 1.00 -5.05 -2.87
C 1.36 -3.91 -2.08
C 1.81 -4.36 -0.68
C 0.54 -4.97 0.06
N 2.37 -3.26 0.14
H 1.41 -5.37 -4.89
H 0.63 -3.77 -4.58
H -0.19 -5.23 -4.50
H 2.14 -3.31 -2.56
H 0.60 -3.14 -1.95
H 2.63 -5.05 -0.86
H 0.21 -5.91 -0.39
H -0.32 -4.32 0.18
H 0.81 -5.27 1.07
H 2.61 -3.71 1.01
H 1.53 -2.75 0.38
C -0.98 2.83 -5.21
O 0.40 2.61 -5.00
C 0.98 2.02 -6.21
C 2.56 1.86 -6.05
C 3.28 3.20 -5.81
N 3.16 1.30 -7.29
H -1.62 1.98 -5.44
H -1.04 3.51 -6.06
H -1.30 3.36 -4.31
H 0.46 1.07 -6.33
H 0.77 2.59 -7.12
H 2.78 1.23 -5.19
H 3.48 3.76 -6.72
H 4.26 3.09 -5.33
H 2.65 3.85 -5.21
H 2.76 0.38 -7.30
H 2.78 1.78 -8.09
C -0.99 -1.34 8.86
O -0.49 -1.83 7.59
C -0.88 -1.09 6.45
C -2.36 -1.32 6.04
C -2.73 -2.76 5.72
N -2.81 -0.49 4.91
H -1.03 -0.25 8.96
H -0.41 -1.77 9.67
H -2.01 -1.71 8.98
H -0.80 0.00 6.54
H -0.21 -1.32 5.62
H -3.00 -1.04 6.87
H -2.26 -3.53 6.33
H -2.43 -3.09 4.72
H -3.79 -2.98 5.71
H -2.91 0.46 5.24
H -3.79 -0.67 4.73
C -4.89 -3.84 -1.51
O -5.91 -2.89 -1.17
C -5.88 -2.66 0.20
C -6.87 -1.57 0.50
C -6.57 -0.19 -0.15
N -6.89 -1.29 1.94
H -5.00 -4.78 -0.98
H -3.86 -3.56 -1.28
H -4.88 -4.08 -2.58
H -6.19 -3.59 0.67
H -4.89 -2.37 0.56
H -7.87 -1.95 0.27
H -5.64 0.20 0.26
H -7.41 0.47 0.06
H -6.44 -0.33 -1.23
H -7.78 -0.97 2.30
H -6.80 -2.16 2.45
O 1.44 2.78 -0.79
C 1.40 1.49 -0.17
C -0.08 1.16 0.17
O -0.16 -0.04 1.04
H 1.05 2.72 -1.67
H 1.79 0.82 -0.93
H 2.08 1.43 0.68
H -0.67 0.99 -0.73
H -0.61 1.95 0.69
H -0.95 0.00 1.58
C 4.90 2.22 4.64
O 5.38 2.76 5.85
H 5.28 1.20 4.59
H 3.82 2.21 4.74
H 4.98 2.84 3.74
H 5.49 3.72 5.79
C 3.15 8.55 -1.20
O 2.44 9.50 -1.91
H 4.00 8.93 -0.62
H 2.50 8.15 -0.42
H 3.47 7.70 -1.81
H 3.06 9.87 -2.55
C 6.49 1.87 -0.75
O 6.03 3.26 -0.63
H 5.81 1.13 -0.34
H 6.73 1.60 -1.78
H 7.46 1.80 -0.25
H 5.10 3.42 -0.81
*
```

Summary:
structure (SMILES)	COC[C@H](C)N.COC[C@H](C)N.COC[C@H](C)N.COC[C@H](C)N.OCCO.CO.CO.CO
LUMO	0.3	eV
gap between HOMO and LUMO	9.74	eV

These are the Löwdin partial charges, in e, on atoms 1 to 4: -0.1216 -0.1711 -0.2175 -0.3972

Molecular formula: C6H6ClN3
Method: DFT, ωB97M-V/def2-TZVPD

ORCA input file:
```
! wB97M-V def2-TZVPD RIJCOSX def2/J DEFGRID3
* xyz 0 1
C -3.02 -0.46 1.23
C -2.45 1.66 -0.07
C -2.66 0.40 0.30
C -0.05 -0.04 0.69
C 0.59 -0.21 -1.46
C 2.36 -0.57 0.23
N -3.30 -1.24 2.05
N -2.10 2.71 -0.44
N 0.93 -0.31 -0.09
Cl 0.19 -0.06 2.29
H -0.50 -0.40 -1.67
H 0.71 0.91 -1.61
H 1.19 -0.60 -2.25
H 2.71 -1.02 -0.66
H 2.90 0.36 0.23
H 2.50 -1.14 1.21
*
```

Summary:
LUMO (spin up / spin down)	-2.1 / -2.0	eV
gap between HOMO and LUMO (spin up / spin down)	6.70 / 6.59	eV

These are the Löwdin partial charges, in e, on atoms 1 to 4: -0.3363 -0.3155 -0.0151 -0.5996

Molecular formula: C3H10NOP
Method: DFT, ωB97M-V/def2-TZVPD

ORCA input file:
```
! wB97M-V def2-TZVPD RIJCOSX def2/J DEFGRID3
* xyz 0 1
C -0.58 -1.51 -0.26
C -1.00 1.43 1.04
C -0.75 -0.39 -1.24
N 1.69 0.58 0.26
O 3.01 -0.08 0.08
P -0.35 1.27 -0.65
H -1.41 -1.66 0.41
H -0.24 -2.55 -0.84
H 0.30 -1.20 0.33
H -1.16 2.54 1.28
H -2.07 1.13 1.10
H -0.32 0.97 1.65
H -1.75 -0.36 -1.67
H -0.09 -0.44 -2.20
H 1.91 1.34 0.90
H 2.82 -1.06 -0.18
*
```

Summary:
LUMO (spin up / spin down)	-0.2 / -0.2	eV
gap between HOMO and LUMO (spin up / spin down)	7.34 / 7.34	eV

These are the Löwdin partial charges, in e, on atoms 1 to 4: -0.1994 -0.3552 -0.5530 -0.2243

Molecular formula: C22H28AsN3PtS5
Method: DFT, ωB97M-V/def2-TZVPD

ORCA input file:
```
! wB97M-V def2-TZVPD RIJCOSX def2/J DEFGRID3
* xyz 0 1
Pt 0.26 0.36 -0.07
S -4.51 0.28 -1.39
As -2.50 0.06 -1.63
S -1.46 -1.18 -0.09
S -1.23 1.80 -1.07
S -1.66 -0.46 -3.55
S 2.07 1.90 -0.90
C 1.64 0.99 -2.29
N 2.10 1.22 -3.53
C 1.77 0.34 -4.58
C 0.97 -0.69 -4.36
C 0.33 -0.86 -3.04
N 0.83 -0.01 -2.04
H 2.71 2.00 -3.69
H 2.23 0.55 -5.53
H 0.73 -1.38 -5.16
H -0.04 -1.82 -2.70
C 0.82 -3.07 5.22
C 1.05 -2.41 3.88
C 1.82 -3.07 2.90
C 2.02 -2.49 1.67
C 2.81 -3.17 0.58
C 1.50 -1.22 1.46
C 0.69 -0.53 2.39
C 0.48 -1.18 3.62
N 0.19 0.66 1.95
C -0.56 1.60 2.78
C -0.78 2.91 2.01
C -1.50 3.95 2.88
C -2.87 3.39 3.29
C -2.67 2.08 4.06
C -1.82 2.35 5.31
C -0.47 2.95 4.91
C -0.69 4.25 4.14
C 0.28 1.96 4.02
C -1.95 1.07 3.17
H 1.34 -4.03 5.28
H -0.24 -3.24 5.38
H 1.18 -2.43 6.03
H 2.26 -4.03 3.13
H 3.21 -4.13 0.93
H 3.65 -2.55 0.26
H 2.18 -3.36 -0.29
H 1.85 -0.77 0.50
H -0.14 -0.74 4.38
H -1.41 2.72 1.14
H 0.18 3.29 1.66
H -1.64 4.86 2.30
H -3.48 3.21 2.40
H -3.40 4.12 3.91
H -3.64 1.67 4.36
H -1.67 1.42 5.87
H -2.35 3.04 5.98
H 0.12 3.14 5.81
H 0.28 4.69 3.87
H -1.22 4.98 4.77
H 0.55 1.08 4.60
H 1.22 2.40 3.66
H -2.52 0.90 2.25
H -1.89 0.10 3.67
*
```

Summary:
LUMO	-1.4	eV
gap between HOMO and LUMO	6.14	eV

These are the Löwdin partial charges, in e, on atoms 1 to 4: 0.7456 0.0086 -0.3187 0.1686

Molecular formula: C4H7ClO
Method: DFT, ωB97M-V/def2-TZVPD

ORCA input file:
```
! wB97M-V def2-TZVPD RIJCOSX def2/J DEFGRID3
* xyz 0 1
C 1.12 0.06 -1.13
C -0.32 -0.05 -0.57
Cl -1.60 0.02 -1.93
C -0.57 -0.96 0.59
C -0.63 0.54 0.78
O 0.28 1.27 1.50
H 1.31 -0.93 -1.59
H 1.19 0.75 -1.97
H 1.89 0.40 -0.35
H -1.42 -1.62 0.61
H 0.35 -1.42 0.93
H -1.69 0.98 0.69
H 0.10 0.97 2.43
*
```

Summary:
structure (SMILES)	C[C@@]1(Cl)C[C@H]1O
LUMO	0.8	eV
gap between HOMO and LUMO	10.73	eV

These are the Löwdin partial charges, in e, on atoms 1 to 4: -0.0864 -0.7352 0.5530 -0.0823